Entry from the OMol25 dataset: 3 unconnected molecules or ions with the total composition C38H83IN5O9 in a non-equilibrium geometry (ωB97M-V/def2-TZVPD).

Positions of all 136 atoms, in Å:
1 I 3.87 1.31 0.44
2 O -2.38 7.02 -1.67
3 O -4.31 7.37 -4.00
4 O 1.25 -0.12 -1.53
5 O 3.28 -5.04 4.13
6 O -5.71 -5.32 4.03
7 O -3.50 -3.30 3.49
8 O 5.88 -2.70 -2.36
9 O -3.63 -4.88 6.10
10 O -2.55 4.98 -3.93
11 N 2.18 4.29 1.96
12 N 1.23 3.95 4.11
13 N 1.12 1.15 -1.15
14 N 3.47 3.28 3.69
15 N 1.13 -4.79 3.06
16 C 2.55 -5.19 3.13
17 C 5.66 -1.28 -2.19
18 C 1.64 1.83 2.86
19 C 7.35 -3.29 -0.39
20 C -1.77 -2.49 -2.22
21 C -7.00 -4.76 3.86
22 C 3.17 -5.86 1.81
23 C -1.19 1.47 0.07
24 C -1.27 4.75 -4.50
25 C -3.53 -4.68 3.13
26 C -2.64 4.68 -2.55
27 C 1.75 -1.37 1.43
28 C 0.97 -3.32 2.96
29 C 0.24 -1.10 -1.53
30 C 0.73 -2.23 -4.45
31 C 2.57 1.12 -3.40
32 C -0.54 0.10 -4.94
33 C 0.70 -0.27 1.85
34 C -2.17 7.75 -2.88
35 C -3.39 8.35 -3.56
36 C 1.00 1.26 1.51
37 C -0.26 1.80 -1.16
38 C -4.12 -2.91 4.71
39 C -5.65 7.55 -3.57
40 C -3.18 5.84 -1.72
41 C 4.04 0.58 -3.08
42 C -0.55 -1.31 -4.13
43 C -0.93 -1.15 -2.60
44 C 7.27 -2.97 -1.96
45 C -2.41 -5.54 6.36
46 C 1.14 -2.88 1.43
47 C 1.83 1.96 -2.28
48 C -0.48 1.97 1.42
49 C 1.73 1.62 0.16
50 C -3.52 -3.46 6.00
51 C 4.12 -0.88 -2.46
52 C -4.90 -5.30 2.87
53 C 2.10 3.31 3.05
54 H 0.62 -0.38 3.00
55 H -2.48 -3.13 6.10
56 H -0.34 -0.64 1.52
57 H 7.76 -3.76 -2.60
58 H -0.11 0.90 -4.24
59 H 4.09 2.65 3.16
60 H 0.35 -3.27 -4.74
61 H 3.58 -5.05 1.12
62 H -6.10 6.57 -3.43
63 H 5.94 -1.02 -1.11
64 H 4.64 1.37 -2.51
65 H -5.70 8.09 -2.61
66 H -1.10 1.65 2.33
67 H -3.34 3.84 -2.46
68 H -3.87 9.06 -2.87
69 H -2.31 -5.73 7.43
70 H 1.69 -2.77 3.66
71 H -1.54 -4.99 5.99
72 H -2.12 2.13 -0.04
73 H 7.20 -4.41 -0.26
74 H -1.59 7.14 -3.58
75 H -1.71 -0.32 -2.52
76 H -0.99 -3.34 -2.28
77 H -4.08 -3.04 6.85
78 H 7.86 -2.00 -2.13
79 H 1.07 2.58 -2.87
80 H -5.39 -4.77 2.04
81 H -0.11 -3.06 3.25
82 H 0.17 0.07 -5.83
83 H -4.02 -1.82 4.75
84 H -7.72 -5.54 3.62
85 H -0.46 4.83 -3.77
86 H 3.58 -1.02 -1.47
87 H 8.36 -2.96 0.04
88 H 0.15 -2.79 0.87
89 H 1.20 -1.82 -5.41
90 H 1.87 -3.54 0.86
91 H -5.20 -3.08 4.66
92 H -3.06 8.91 -4.44
93 H -1.59 0.45 -5.21
94 H 2.31 -6.37 1.26
95 H 3.89 4.22 3.64
96 H 1.32 4.42 1.41
97 H 0.77 -2.12 -1.63
98 H 0.93 4.87 3.74
99 H -1.51 8.58 -2.61
100 H -1.26 3.76 -4.97
101 H 1.52 -2.24 -3.64
102 H -0.37 3.10 1.43
103 H 2.56 -1.40 2.25
104 H -4.20 6.10 -2.00
105 H 2.50 1.13 3.13
106 H 2.29 -1.24 0.45
107 H 6.53 -2.70 0.14
108 H -1.43 -1.87 -4.61
109 H -2.22 -2.44 -1.18
110 H 2.74 1.88 -4.25
111 H -2.43 -6.50 5.84
112 H -7.29 -4.29 4.81
113 H 6.30 -0.67 -2.92
114 H -2.56 -2.74 -3.00
115 H 2.57 2.72 -1.89
116 H -0.29 -1.21 -0.52
117 H -2.96 -4.74 2.19
118 H -1.68 4.35 -2.14
119 H -0.16 2.94 -1.14
120 H 0.59 -5.19 3.85
121 H -1.58 0.41 0.14
122 H 2.00 0.28 -3.90
123 H -0.76 1.62 -2.18
124 H -4.75 -6.34 2.56
125 H 3.96 -6.62 2.05
126 H 3.72 -1.68 -3.18
127 H 1.82 4.18 4.92
128 H 3.01 4.18 1.36
129 H -6.21 8.10 -4.33
130 H 0.86 1.62 3.67
131 H -3.24 5.50 -0.68
132 H 1.63 2.76 0.06
133 H 4.58 0.51 -4.10
134 H -1.10 5.50 -5.27
135 H -2.95 -5.26 3.84
136 H -7.02 -3.99 3.08

Computed properties:
- 2S+1 = 1
- LUMO energy (eV) = -2.800
- charge = +1
- energy (hartree) = -2745.6507
- largest force on an atom (eV/A) = 4.26
- molar mass (g mol⁻¹) = 881.012
- Kohn-Sham gap (eV) = 7.893

---

Entry from the OMol25 dataset: 10 unconnected molecules or ions with the total composition C51H117N5O10 in a non-equilibrium geometry (ωB97M-V/def2-TZVPD).

Positions of all 183 atoms, in Å:
1 O -3.81 -1.47 -3.52
2 O 6.66 -0.06 -1.30
3 O 0.36 -4.53 -3.74
4 O -4.99 -1.76 4.11
5 O -3.76 0.41 -0.54
6 O -1.69 -0.64 -1.69
7 O -0.02 1.70 -2.08
8 O 2.40 -6.50 2.92
9 O -2.52 -3.93 -2.49
10 O 2.53 5.43 3.35
11 N 1.84 4.56 4.23
12 N 5.45 -0.79 -1.62
13 N -0.91 2.41 -2.92
14 N 2.26 -5.14 3.43
15 N -4.87 0.01 -1.44
16 C 2.62 -0.80 -2.12
17 C -1.86 3.62 -1.13
18 C 1.25 -4.51 1.19
19 C 4.40 -5.23 4.62
20 C 4.33 0.87 0.04
21 C 5.22 -1.34 0.74
22 C -0.21 2.77 4.95
23 C -3.63 -1.28 3.93
24 C -1.71 4.42 -4.86
25 C -0.59 0.69 -4.61
26 C -0.52 2.25 -4.35
27 C -6.10 -0.40 0.89
28 C -5.51 1.24 -2.09
29 C -6.81 0.86 -2.81
30 C 1.12 2.24 4.58
31 C 5.99 -0.55 -3.89
32 C -0.34 5.71 3.62
33 C 3.66 -1.09 -3.28
34 C 3.22 -1.21 -0.82
35 C 1.82 3.16 3.61
36 C -4.93 -2.10 -0.44
37 C 1.14 -4.53 2.72
38 C -2.00 4.51 -3.41
39 C -1.17 -1.61 -0.80
40 C 4.54 -0.61 -0.45
41 C 1.57 -3.89 -3.38
42 C -2.72 -2.23 4.59
43 C 3.64 -4.49 3.52
44 C -7.72 0.04 -1.91
45 C -5.77 2.35 -1.08
46 C 0.60 5.27 4.74
47 C 2.63 -4.69 -4.11
48 C 3.32 2.71 3.52
49 C 0.92 2.66 -4.75
50 C -1.08 3.78 -2.43
51 C -5.79 -0.84 -0.58
52 C 1.18 2.97 2.19
53 C -4.53 1.74 -3.14
54 C 4.60 1.22 -3.02
55 C 0.97 -3.04 3.32
56 C -0.57 -0.85 0.38
57 C 4.37 -4.65 2.21
58 C 3.42 -3.03 4.02
59 C -7.04 -1.21 -1.41
60 C -1.56 2.92 -5.22
61 C 4.93 -0.26 -2.91
62 C 2.34 -2.31 3.27
63 C -0.15 -5.27 3.19
64 C -0.12 4.13 5.57
65 C 0.13 4.65 -2.26
66 C 0.99 6.45 5.68
67 H -7.29 1.77 -3.11
68 H 3.05 -6.52 2.23
69 H 0.28 6.24 2.85
70 H 3.60 0.94 0.87
71 H -2.97 -3.21 4.23
72 H 0.47 4.01 6.47
73 H 1.20 1.28 4.03
74 H -5.02 2.34 -0.27
75 H -0.69 2.08 5.66
76 H 2.25 -1.25 3.60
77 H -1.30 2.81 -6.27
78 H -1.58 0.34 -4.56
79 H -0.18 5.70 -2.11
80 H -1.12 4.51 5.91
81 H 0.70 4.58 -3.23
82 H 0.42 -5.44 -3.50
83 H 1.01 3.71 -4.91
84 H 1.68 7.16 5.22
85 H -3.43 -0.24 4.38
86 H 3.85 3.37 2.78
87 H 0.03 3.05 2.15
88 H 1.40 1.99 1.81
89 H -2.84 3.24 -1.35
90 H -0.28 0.42 -5.69
91 H -0.16 -5.43 4.28
92 H -3.99 -1.83 0.01
93 H -0.69 4.83 3.11
94 H -4.73 -2.59 -1.40
95 H 2.60 -5.74 -3.74
96 H -1.04 -4.78 2.81
97 H 2.37 -4.77 -5.17
98 H -6.72 -1.77 -2.32
99 H 6.82 0.19 -3.89
100 H -2.56 4.83 -5.40
101 H 2.28 0.20 -2.11
102 H 0.27 -2.61 2.63
103 H -0.53 0.86 -1.88
104 H -1.24 6.18 3.95
105 H -0.86 5.08 -5.06
106 H 5.42 -4.83 4.77
107 H -2.03 -1.09 -2.45
108 H 5.53 -0.63 -4.86
109 H -6.70 0.31 -3.74
110 H 5.99 -0.70 1.23
111 H 3.67 1.48 -2.47
112 H -1.63 -2.03 4.32
113 H 3.92 1.59 -0.69
114 H -3.58 -0.80 -4.11
115 H -4.44 1.15 -4.07
116 H -5.67 3.32 -1.61
117 H 1.66 2.37 -3.98
118 H -2.81 -2.21 5.68
119 H 4.37 1.24 -4.12
120 H -1.33 2.93 -0.43
121 H -5.63 -1.17 3.67
122 H 3.95 -2.13 -3.21
123 H 6.40 -1.53 -3.73
124 H -4.32 -0.96 -2.79
125 H -7.75 -1.85 -0.83
126 H 3.58 -4.18 -3.88
127 H 1.66 2.11 5.52
128 H 3.86 2.84 4.47
129 H -8.10 0.71 -1.14
130 H 3.38 5.54 3.75
131 H 3.41 -0.87 -4.33
132 H 5.23 -3.97 2.20
133 H -4.84 2.68 -3.54
134 H 1.72 -1.42 -2.17
135 H 0.10 6.92 5.94
136 H 0.48 -3.12 4.28
137 H 5.40 1.87 -2.75
138 H 0.74 4.37 -1.42
139 H -5.31 -0.49 1.64
140 H -6.74 2.34 -0.58
141 H -0.42 -2.18 -1.31
142 H 4.48 -6.28 4.29
143 H 1.85 -3.82 -2.29
144 H -3.10 -3.31 -2.97
145 H -0.93 2.66 4.12
146 H 1.99 -3.81 0.89
147 H -3.57 1.94 -2.68
148 H 3.29 -2.27 -0.92
149 H 1.53 -2.87 -3.79
150 H 3.39 1.68 3.18
151 H -8.58 -0.20 -2.54
152 H -3.42 -1.20 2.84
153 H 0.32 -0.33 0.09
154 H 2.47 -1.03 -0.02
155 H 1.57 3.67 1.46
156 H -5.46 -2.85 0.22
157 H 1.47 6.04 6.54
158 H -2.16 5.47 -3.14
159 H 5.55 -2.31 0.38
160 H -2.59 2.58 -5.11
161 H -1.95 -2.29 -0.56
162 H -2.97 0.20 -1.04
163 H -1.22 -0.17 0.86
164 H 0.31 -4.26 0.63
165 H -0.25 -1.61 1.09
166 H 3.76 -4.20 1.42
167 H -6.38 0.61 0.79
168 H -1.85 -4.27 -3.13
169 H 5.31 1.22 0.38
170 H 1.21 2.14 -5.69
171 H 2.65 -2.14 2.27
172 H 3.10 -3.20 5.02
173 H -2.97 3.95 -3.29
174 H -1.92 4.57 -0.62
175 H 3.84 -5.17 5.58
176 H 4.44 -1.55 1.52
177 H 4.76 -5.67 1.97
178 H 0.06 0.09 -3.95
179 H 1.56 -5.51 0.84
180 H 7.31 -0.77 -1.27
181 H 0.05 -6.31 2.80
182 H -6.97 -0.94 1.18
183 H 4.33 -2.55 3.87

Computed properties:
- 2S+1 = 1
- LUMO energy (eV) = 0.494
- charge = 0
- energy (hartree) = -3039.2540
- largest force on an atom (eV/A) = 4.62
- molar mass (g mol⁻¹) = 960.522
- ΔE to the lowest compared entry with this formula, charge and spin (kJ/mol) = 117.0
- Kohn-Sham gap (eV) = 8.983